Entry A
DFT (ωB97M-V/def2-TZVPD) results for C2H3ClS in the gas phase.

Summary:
Molecular weight = 94.566 u
SMILES = Cl[C@@H]1CS1
E_LUMO = 0.89 eV
HOMO-LUMO gap = 10.179 eV
Multiplicity = 1

Cartesian coordinates (Å):
Cl: -1.70435 0.79085 -1.12191
C: -0.21771 -0.06637 -0.61162
C: 0.23749 -0.05359 0.71693
S: 1.32357 0.80491 -0.45801
H: -0.07328 -0.96105 -1.06977
H: -0.28027 0.51093 1.52879
H: 0.71456 -1.02568 1.01560

=====

Entry B
DFT (ωB97M-V/def2-TZVPD) results for a molecular structure, C2H3ClS.

Summary:
Molecular weight = 94.566 u
E_LUMO = -0.78 eV
HOMO-LUMO gap = 8.692 eV
Multiplicity = 1

Cartesian coordinates (Å):
C: -0.33416 0.29710 0.75486
C: -1.07597 -0.31558 -0.36090
S: -0.98233 1.49652 -0.20873
Cl: -2.62352 -1.09229 -0.06749
H: 2.63679 -0.07064 0.29370
H: 2.95453 0.42025 0.81284
H: -0.57535 -0.73537 -1.22429

=====

Question: which arrangement is favored energetically? Ranking from most to least stable: entry A, entry B.